Run A
DFT (the ωB97M-V functional and the def2-TZVPD basis) results for C36H42N4OSZr as an isolated structure.

Properties
LUMO energy   -12.92 eV
Net charge   +4
Orbital gap   6.1 eV
Multiplicity   1
HOMO energy   -18.978 eV

CARTESIAN COORDINATES (ANGSTROEM)
Zr (-0.596, 0.336, -1.377)
O (-0.857, 0.475, -3.603)
C (-1.556, -0.603, -4.319)
C (-1.964, -1.640, -3.315)
C (-2.656, -2.755, -3.738)
C (-3.019, -3.722, -2.811)
C (-2.676, -3.551, -1.473)
C (-1.987, -2.423, -1.106)
N (-1.634, -1.462, -2.008)
H (-0.626, 1.191, -4.219)
H (-0.871, -1.013, -5.061)
H (-2.423, -0.165, -4.815)
H (-2.906, -2.871, -4.786)
H (-3.562, -4.603, -3.131)
H (-2.935, -4.286, -0.724)
H (-1.695, -2.257, -0.076)
C (3.055, -0.299, 4.642)
C (1.747, -1.099, 4.487)
C (2.052, -2.610, 4.502)
C (0.802, -0.757, 5.638)
C (1.142, -0.767, 3.143)
C (-0.154, -0.256, 2.983)
C (-0.636, 0.040, 1.738)
N (0.094, -0.160, 0.599)
C (1.364, -0.675, 0.733)
C (1.887, -0.966, 1.963)
C (2.119, -0.829, -0.539)
C (3.335, -1.456, -0.622)
C (4.044, -1.514, -1.838)
C (3.421, -0.932, -2.945)
C (2.187, -0.350, -2.813)
N (1.512, -0.291, -1.636)
C (5.412, -2.161, -1.892)
C (5.289, -3.612, -1.394)
C (6.339, -1.358, -0.957)
C (5.987, -2.152, -3.307)
H (3.484, -0.530, 5.617)
H (2.881, 0.777, 4.602)
H (3.803, -0.564, 3.894)
H (2.493, -2.862, 5.467)
H (2.770, -2.897, 3.733)
H (1.147, -3.208, 4.383)
H (1.290, -1.001, 6.580)
H (-0.123, -1.336, 5.601)
H (0.560, 0.308, 5.671)
H (-0.790, -0.075, 3.838)
H (-1.631, 0.449, 1.613)
H (2.896, -1.343, 2.042)
H (3.774, -1.901, 0.259)
H (3.893, -0.926, -3.917)
H (1.702, 0.100, -3.669)
H (4.946, -3.676, -0.359)
H (6.276, -4.073, -1.431)
H (4.623, -4.202, -2.023)
H (6.007, -1.383, 0.083)
H (6.431, -0.318, -1.272)
H (7.332, -1.806, -0.990)
H (5.365, -2.709, -4.011)
H (6.963, -2.634, -3.293)
H (6.138, -1.139, -3.686)
N (-2.164, 1.609, -0.890)
S (-2.425, 3.077, -0.085)
C (-3.535, 3.956, -1.147)
C (-3.389, 3.884, -2.528)
C (-4.181, 4.702, -3.318)
C (-5.076, 5.588, -2.729)
C (-5.191, 5.662, -1.348)
C (-4.417, 4.845, -0.536)
C (-3.315, 2.749, 1.372)
C (-2.686, 3.171, 2.544)
C (-3.367, 3.026, 3.746)
C (-4.634, 2.459, 3.755)
C (-5.247, 2.037, 2.573)
C (-4.597, 2.191, 1.364)
H (-3.064, 1.263, -1.244)
H (-2.675, 3.216, -2.992)
H (-4.096, 4.661, -4.395)
H (-5.684, 6.230, -3.352)
H (-5.885, 6.357, -0.894)
H (-4.507, 4.908, 0.539)
H (-1.707, 3.635, 2.516)
H (-2.919, 3.373, 4.667)
H (-5.167, 2.360, 4.692)
H (-6.244, 1.618, 2.604)
H (-5.091, 1.925, 0.438)

Run B
DFT (the ωB97M-V functional and the def2-TZVPD basis) results for C36H42N4OSZr as an isolated structure.

Properties
LUMO energy   -12.60 eV
Net charge   +4
Orbital gap   6.6 eV
Multiplicity   1
HOMO energy   -19.146 eV

CARTESIAN COORDINATES (ANGSTROEM)
Zr (-1.672, 0.575, -0.221)
O (-3.755, 0.183, -0.891)
C (-4.911, 0.371, 0.000)
C (-4.405, 0.996, 1.265)
C (-5.286, 1.366, 2.261)
C (-4.790, 1.941, 3.424)
C (-3.416, 2.122, 3.562)
C (-2.592, 1.722, 2.539)
N (-3.070, 1.173, 1.391)
H (-4.078, -0.009, -1.785)
H (-5.364, -0.604, 0.185)
H (-5.625, 1.020, -0.506)
H (-6.350, 1.211, 2.131)
H (-5.467, 2.244, 4.213)
H (-2.992, 2.561, 4.455)
H (-1.517, 1.832, 2.617)
C (4.890, -0.987, 1.998)
C (3.952, -0.179, 2.917)
C (3.641, -0.994, 4.188)
C (4.631, 1.133, 3.309)
C (2.655, 0.050, 2.179)
C (2.158, 1.326, 1.874)
C (0.972, 1.459, 1.200)
N (0.224, 0.394, 0.817)
C (0.699, -0.859, 1.081)
C (1.887, -1.045, 1.738)
C (-0.128, -1.955, 0.526)
C (0.116, -3.285, 0.757)
C (-0.653, -4.288, 0.140)
C (-1.674, -3.849, -0.711)
C (-1.901, -2.508, -0.881)
N (-1.156, -1.545, -0.278)
C (-0.359, -5.745, 0.399)
C (-0.514, -6.002, 1.911)
C (1.096, -6.023, -0.030)
C (-1.300, -6.668, -0.374)
H (5.830, -1.155, 2.522)
H (5.115, -0.446, 1.077)
H (4.486, -1.967, 1.741)
H (4.572, -1.168, 4.726)
H (3.211, -1.972, 3.965)
H (2.966, -0.456, 4.855)
H (5.553, 0.910, 3.843)
H (4.012, 1.733, 3.979)
H (4.904, 1.731, 2.437)
H (2.702, 2.215, 2.157)
H (0.592, 2.443, 0.936)
H (2.253, -2.045, 1.915)
H (0.918, -3.573, 1.420)
H (-2.303, -4.551, -1.239)
H (-2.702, -2.172, -1.527)
H (0.181, -5.412, 2.511)
H (-0.298, -7.052, 2.109)
H (-1.531, -5.802, 2.250)
H (1.820, -5.441, 0.542)
H (1.246, -5.826, -1.093)
H (1.316, -7.074, 0.148)
H (-2.344, -6.528, -0.084)
H (-1.045, -7.703, -0.152)
H (-1.205, -6.542, -1.454)
N (-1.187, 1.930, -1.626)
S (0.043, 2.062, -2.813)
C (-0.795, 2.814, -4.175)
C (-1.650, 1.977, -4.897)
C (-2.282, 2.481, -6.017)
C (-2.037, 3.791, -6.423)
C (-1.160, 4.600, -5.714)
C (-0.522, 4.117, -4.580)
C (1.174, 3.235, -2.163)
C (2.516, 2.899, -2.328)
C (3.484, 3.800, -1.907)
C (3.103, 4.996, -1.315)
C (1.755, 5.312, -1.139)
C (0.777, 4.436, -1.571)
H (-1.790, 2.758, -1.684)
H (-1.795, 0.941, -4.611)
H (-2.943, 1.850, -6.595)
H (-2.519, 4.174, -7.313)
H (-0.956, 5.607, -6.050)
H (0.184, 4.741, -4.052)
H (2.801, 1.967, -2.802)
H (4.531, 3.571, -2.051)
H (3.860, 5.701, -0.995)
H (1.476, 6.255, -0.689)
H (-0.269, 4.700, -1.475)

Computed relative energies in units of hartree: run A 0.0157; run B 0.0000

Run A
DFT (the ωB97M-V functional and the def2-TZVPD basis) results for one molecule with the formula C4H4.

Properties
LUMO energy (alpha / beta)   -0.30 / -0.10 eV
Orbital gap (alpha / beta)   8.5 / 8.4 eV
Multiplicity   1
SMILES   C#CC=C
HOMO energy (alpha / beta)   -8.754 / -8.502 eV

CARTESIAN COORDINATES (ANGSTROEM)
C (-2.126, 0.382, 0.056)
C (-1.079, -0.172, 0.023)
C (0.206, -0.622, -0.061)
C (1.579, 0.281, 0.136)
H (-3.121, 0.735, -0.145)
H (0.355, -1.747, -0.087)
H (2.621, -0.158, -0.079)
H (1.566, 1.302, 0.157)

Run B
DFT (the ωB97M-V functional and the def2-TZVPD basis) results for C4H4 as an isolated structure.

Properties
LUMO energy   0.85 eV
Orbital gap   11.2 eV
Multiplicity   1
HOMO energy   -10.305 eV

CARTESIAN COORDINATES (ANGSTROEM)
C (0.843, 1.922, 2.853)
C (0.376, 0.948, 3.338)
C (-0.460, -1.087, -2.823)
C (-0.737, -2.044, -3.612)
H (1.447, 2.780, 2.488)
H (-0.311, 0.480, 4.168)
H (0.091, 0.007, -2.182)
H (-1.249, -3.005, -4.231)

Computed relative energies in units of hartree: run A 0.0000; run B 0.0787

Run A
DFT (the ωB97M-V functional and the def2-TZVPD basis) results for a 16-piece molecular cluster, H31O16 overall.

Properties
LUMO energy   2.30 eV
Net charge   -1
Orbital gap   9.1 eV
Multiplicity   1
HOMO energy   -6.806 eV

CARTESIAN COORDINATES (ANGSTROEM)
O (0.533, -3.902, -3.457)
H (-1.688, 2.224, 3.599)
H (0.516, -1.529, -0.539)
O (-3.467, -2.685, -0.313)
H (-0.220, -3.307, -3.554)
H (0.951, -3.856, -2.592)
O (-1.043, 0.555, -0.347)
H (-3.505, -2.019, 0.373)
H (1.701, -1.476, 0.177)
O (0.916, -2.056, 0.185)
H (-1.833, 1.111, 1.063)
H (-4.291, -3.164, -0.380)
O (-1.073, 2.036, 4.318)
H (2.222, -2.680, -2.216)
H (-0.774, 4.224, 4.076)
O (1.784, 0.426, 0.654)
H (1.337, 0.081, 1.446)
H (1.250, 1.272, 0.459)
O (2.676, 3.437, 2.058)
H (2.028, 2.777, 2.280)
H (2.423, 4.022, 1.345)
O (0.383, 2.573, 0.178)
H (-3.010, 0.444, 1.088)
H (-0.990, -0.080, 0.382)
O (1.484, 4.041, -3.836)
H (1.605, 4.109, -2.891)
O (2.907, -3.366, -2.168)
H (-0.702, 1.149, 4.198)
H (3.081, -3.333, -3.122)
O (-1.066, -0.936, -2.913)
H (-0.381, 1.784, 0.063)
H (-1.984, -0.654, -2.986)
O (-0.068, 4.415, 4.683)
H (-3.291, -3.665, -3.778)
H (0.077, -2.948, 5.467)
O (3.651, 0.241, -1.925)
H (-0.841, -0.636, -2.017)
H (-1.115, -2.505, 4.612)
O (-0.679, -2.354, 5.455)
H (0.470, 3.628, 4.687)
H (3.355, 0.990, -2.438)
O (-2.502, 0.870, 1.801)
H (1.146, 3.172, -4.074)
H (0.449, 2.902, -0.734)
O (-3.240, -2.701, -3.741)
H (3.120, 0.015, -1.155)
H (-2.305, -2.645, -3.472)

Run B
DFT (the ωB97M-V functional and the def2-TZVPD basis) results for H31O16 as an isolated structure.

Properties
LUMO energy   2.01 eV
Net charge   -1
Orbital gap   9.1 eV
Multiplicity   1
HOMO energy   -7.073 eV

CARTESIAN COORDINATES (ANGSTROEM)
O (-1.452, 0.260, 4.208)
H (1.584, -2.394, -1.576)
H (-0.829, -1.438, 4.258)
O (5.272, -0.610, -2.952)
H (-1.006, 0.398, 3.396)
H (-2.098, 0.948, 4.101)
O (-1.822, 1.661, -2.196)
H (5.167, 0.302, -2.459)
H (0.100, -1.577, 3.106)
O (0.036, -1.837, 4.041)
H (-1.878, -1.614, -1.538)
H (4.522, -1.172, -2.731)
O (1.360, -3.317, -1.642)
H (-2.637, -5.022, -2.678)
H (-0.163, 3.958, -2.528)
O (-0.150, 1.877, 1.820)
H (-0.581, 0.901, 1.250)
H (2.332, -0.709, 1.857)
O (-3.098, -1.247, 1.781)
H (-3.349, -1.719, 1.000)
H (-2.162, -1.135, 1.863)
O (1.958, 1.917, 3.299)
H (1.371, 2.339, 3.926)
H (-2.400, 1.030, -1.829)
O (-0.945, 0.104, 0.329)
H (-0.146, -0.306, -0.868)
O (-3.031, -4.800, -1.839)
H (0.451, -3.355, -1.878)
H (-3.595, -4.023, -2.079)
O (4.219, 1.613, -1.842)
H (-1.380, 2.271, -1.629)
H (3.644, 0.853, -1.619)
O (-0.750, 3.573, -3.175)
H (-3.198, -2.257, -1.696)
H (0.047, 0.643, -2.213)
O (-0.633, 3.757, -0.377)
H (4.381, 1.779, -0.843)
H (0.312, 1.983, 0.985)
O (0.261, -0.170, -1.817)
H (-0.745, 2.588, -3.043)
H (-0.645, 2.931, 0.223)
O (-2.875, -1.442, -1.334)
H (-1.867, 0.352, 0.447)
H (1.240, 1.494, 2.748)
O (2.526, -1.506, 1.391)
H (-0.187, 4.323, 0.340)
H (2.840, -2.204, 2.012)

Computed relative energies in units of hartree: run A 0.0000; run B 0.0368

Run A
DFT (the ωB97M-V functional and the def2-TZVPD basis) results for a 7-piece molecular cluster, H11O5S overall.

Properties
LUMO energy   -2.31 eV
Net charge   -1
Orbital gap   2.1 eV
Multiplicity   1
HOMO energy   -4.432 eV

CARTESIAN COORDINATES (ANGSTROEM)
S (-3.513, -0.572, 0.633)
H (0.865, 0.710, -0.802)
H (3.988, 0.942, -0.863)
H (1.115, 1.285, -1.210)
O (3.323, 0.364, -0.495)
H (3.749, -1.165, -0.934)
H (3.058, -2.461, -1.139)
O (3.920, -2.085, -1.317)
H (0.941, 1.187, 1.537)
H (2.405, 1.058, 0.955)
O (1.840, 1.434, 1.664)
H (-1.742, 0.419, 1.242)
H (-1.205, 0.762, 2.475)
O (-0.851, 0.690, 1.570)
H (-5.277, -1.069, -0.760)
H (-6.483, -0.304, -1.346)
O (-6.133, -1.193, -1.208)

Run B
DFT (the ωB97M-V functional and the def2-TZVPD basis) results for a 6-piece molecular cluster, H11O5S overall.

Properties
LUMO energy   3.53 eV
Net charge   -1
Orbital gap   7.6 eV
Multiplicity   1
HOMO energy   -4.031 eV

CARTESIAN COORDINATES (ANGSTROEM)
S (-1.300, 1.533, 0.897)
H (-2.201, 2.488, 0.610)
H (1.106, 0.811, 1.308)
H (2.089, -0.275, 1.702)
O (2.032, 0.543, 1.174)
H (0.621, -1.701, -1.933)
H (0.702, -0.222, -2.505)
O (0.674, -1.171, -2.715)
H (0.397, 1.967, -0.761)
H (1.792, 1.429, -0.886)
O (1.006, 1.578, -1.404)
H (-1.904, -1.573, -1.476)
H (-1.736, -0.782, -0.167)
O (-2.368, -1.287, -0.709)
H (-0.177, -0.636, 2.861)
H (-0.594, -1.237, 1.584)
O (-0.140, -1.464, 2.418)

Computed relative energies in units of hartree: run A 0.2482; run B 0.0000

Run A
DFT (the ωB97M-V functional and the def2-TZVPD basis) results for C4H5NaO as an isolated structure.

Properties
LUMO energy (alpha / beta)   -4.41 / -4.75 eV
Net charge   +1
Orbital gap (alpha / beta)   7.3 / 8.7 eV
Multiplicity   2
HOMO energy (alpha / beta)   -11.747 / -13.425 eV

CARTESIAN COORDINATES (ANGSTROEM)
H (1.526, -1.799, -0.190)
C (1.571, 0.423, -0.831)
C (1.238, -0.803, -0.512)
C (0.134, 0.131, -0.769)
H (2.323, 1.140, -1.144)
H (-0.562, 0.019, -1.610)
H (-0.979, 1.440, -0.293)
C (-0.874, 0.684, 0.688)
O (-1.781, -0.183, 0.935)
Na (-2.475, -2.019, 2.279)
H (-0.122, 0.966, 1.448)

Run B
DFT (the ωB97M-V functional and the def2-TZVPD basis) results for C4H5NaO as an isolated structure.

Properties
LUMO energy (alpha / beta)   -4.32 / -5.34 eV
Net charge   +1
Orbital gap (alpha / beta)   8.1 / 8.7 eV
Multiplicity   2
HOMO energy (alpha / beta)   -12.395 / -14.006 eV

CARTESIAN COORDINATES (ANGSTROEM)
C (1.569, -0.876, 1.314)
C (0.617, 0.052, 0.978)
C (-0.347, -0.149, -0.017)
C (-0.668, 0.904, -0.938)
O (-1.605, 0.847, -1.745)
Na (-3.221, -0.043, -2.871)
H (1.565, -1.871, 0.865)
H (2.310, -0.667, 2.085)
H (-0.990, -1.034, 0.004)
H (0.716, 1.097, 1.341)
H (0.055, 1.740, -1.016)

Computed relative energies in units of hartree: run A 0.1285; run B 0.0000